1.
2 unconnected molecules or ions with the total composition C12H16N2 at a distorted geometry, computed with the ωB97M-V functional and the def2-TZVPD basis.

Geometry as XYZ:
```
30
Properties=species:S:1:pos:R:3:forces:R:3
C 3.784465 0.214110 -0.413338 2.665 2.224 0.378
C 2.022788 1.182696 2.817420 -0.873 -0.644 -0.565
C 0.838580 0.412875 2.650672 -0.039 0.730 2.884
C 3.033838 1.031694 1.909848 1.310 0.055 -0.492
C 2.853463 0.256886 0.752406 -1.315 0.207 0.812
C 0.715252 -0.620581 1.742212 1.575 2.258 -1.682
C 1.645756 -0.438286 0.679128 0.540 -0.943 -0.097
H 2.103857 1.850034 3.678404 -0.026 -0.182 -0.395
H 0.144711 0.724592 3.464354 -0.104 -1.177 -0.773
H 3.993023 1.524408 2.052335 -0.131 0.127 0.017
H -0.017257 -1.390725 1.636810 -0.781 0.128 0.228
H 3.265041 0.374194 -1.349846 0.045 -0.737 -0.286
H 4.608808 -0.511674 -0.376487 -1.108 -1.008 -0.336
H 1.485253 -0.867875 -0.295734 -0.303 -0.812 -0.023
H 4.559776 1.063108 -0.405415 -1.536 -0.217 0.293
C -2.054473 -1.345020 -2.312651 -1.851 -0.201 0.431
C -1.705169 -0.280138 -3.330283 2.303 0.661 0.885
C -2.397123 -0.761538 -0.964304 0.396 2.734 2.408
C -2.219960 0.555000 -0.484586 0.354 -0.918 -1.905
C -3.283126 -0.577536 1.048888 0.213 0.557 -0.428
N -3.062233 -1.393748 0.069186 -0.221 -2.158 -0.662
N -2.757692 0.640748 0.760079 -0.458 0.445 0.080
H -3.047096 -1.766352 -2.556061 0.592 -0.506 -0.385
H -1.301500 -2.147886 -2.267934 -0.322 0.313 0.046
H -2.411909 0.533607 -3.468108 -0.306 -0.311 -0.086
H -1.806095 1.417252 -0.980124 0.075 0.034 0.101
H -3.833728 -0.723882 1.963963 0.032 -0.383 -0.059
H -3.097801 1.500118 1.167089 0.434 -0.090 0.106
H -1.281166 -0.646262 -4.255106 -0.697 -0.436 -0.498
H -0.778291 0.190185 -2.932809 -0.463 0.253 0.005
```
Forces are in eV/Å.

Computed properties:
lowest unoccupied orbital energy = 0.793 eV
energy relative to the best compared isomer or geometry (same formula, charge and spin) = 168.4 kJ/mol
E_tot = -15682.3534 eV
gap between HOMO and LUMO = 9.26 eV
SMILES = CCc1c[nH]cn1.Cc1ccccc1



2.
A molecular structure, C35H23F15N5O4OsS, computed with the ωB97M-V functional and the def2-TZVPD basis.

Geometry as XYZ:
```
84
Properties=species:S:1:pos:R:3:forces:R:3
Os 0.068966 -0.164925 -0.359625 -0.229 0.031 0.123
C 4.087027 5.569857 1.495008 0.046 0.024 0.039
C 3.124356 4.418302 1.395886 -0.026 -0.012 -0.017
C 1.850541 4.482458 1.951927 -0.009 -0.004 -0.008
C 0.965463 3.434683 1.831002 -0.003 -0.001 0.000
C 1.300165 2.250342 1.148239 0.045 -0.107 0.009
N 0.394011 1.190434 1.109671 0.007 0.037 0.093
C -0.484906 1.136870 2.219816 -0.009 -0.015 -0.136
C 0.045758 1.016029 3.502997 0.004 0.000 0.082
C -0.774734 0.926766 4.607089 -0.003 -0.008 -0.031
C -2.160435 0.952208 4.462479 0.030 -0.016 -0.033
C -3.070655 0.805713 5.651492 -0.022 0.021 0.037
C -2.683784 1.074298 3.185518 -0.032 0.036 0.039
C -1.870545 1.161617 2.056741 0.145 0.034 -0.057
C -2.422975 1.308425 0.638054 -0.239 -0.328 0.083
O -1.758579 0.596197 -0.336554 0.270 0.261 -0.063
C -2.417166 2.810774 0.220174 -0.052 0.076 -0.046
F -2.768765 3.610589 1.248767 -0.004 0.012 -0.003
F -1.213049 3.196487 -0.193945 0.023 0.021 0.020
F -3.276648 3.065452 -0.779060 0.030 0.001 0.009
C -3.893326 0.791598 0.540001 0.004 -0.004 0.077
F -4.777675 1.610845 1.161853 0.043 -0.016 -0.018
F -4.301406 0.673594 -0.720088 0.019 -0.026 -0.002
F -4.004578 -0.417941 1.106949 -0.007 0.037 -0.018
C 2.574708 2.193634 0.565754 -0.018 -0.055 0.004
C 3.456136 3.263023 0.710681 0.014 -0.028 -0.027
C 2.950070 0.926228 -0.185318 -0.012 0.171 -0.002
O 1.901986 0.375948 -0.887098 -0.094 -0.090 -0.083
C 4.018038 1.199338 -1.293978 0.041 -0.027 0.017
F 5.246786 1.475428 -0.799271 -0.058 0.009 -0.023
F 3.645025 2.236931 -2.050542 0.021 -0.013 0.004
F 4.174497 0.150931 -2.105617 0.007 0.068 0.038
C 3.533014 -0.122695 0.798257 0.061 -0.084 -0.025
F 2.607079 -0.549893 1.665330 0.009 0.014 0.059
F 3.992491 -1.215050 0.157854 -0.009 0.096 0.041
F 4.550611 0.373200 1.520179 0.020 -0.011 0.031
H 3.934246 6.133325 2.417007 -0.008 -0.004 -0.006
H 3.964997 6.266212 0.661599 -0.009 -0.001 -0.007
H 5.121726 5.223856 1.483234 -0.010 -0.009 -0.013
H 1.539507 5.373249 2.487542 0.005 0.002 -0.001
H -0.016737 3.523125 2.273376 -0.010 0.001 -0.003
H 1.123217 0.981773 3.606806 -0.002 0.001 0.010
H -0.339221 0.819732 5.594463 0.003 0.002 -0.001
H -2.565732 1.099185 6.572568 0.002 0.002 -0.005
H -3.397039 -0.230081 5.769710 0.004 -0.007 -0.004
H -3.965472 1.420677 5.545845 0.004 -0.004 -0.014
H -3.758575 1.108525 3.080737 0.002 -0.013 0.005
H 4.445698 3.194713 0.283010 0.014 0.017 -0.008
S -0.687950 -1.607747 1.312100 -0.028 0.098 -0.148
C 0.219758 -3.032939 0.950272 0.016 0.074 -0.026
N 0.170517 -4.074413 1.695672 -0.138 0.247 0.291
N 0.961253 -5.156387 1.366514 -0.165 -0.243 -0.337
C 2.355373 -5.143801 1.321712 0.247 0.087 0.099
C 3.128671 -4.011010 1.579189 -0.076 -0.015 -0.045
C 4.510126 -4.080939 1.497237 0.079 -0.007 -0.009
C 5.154167 -5.268687 1.178731 -0.034 0.033 0.021
C 4.385436 -6.401443 0.943623 -0.018 -0.012 -0.003
C 3.004271 -6.342337 1.008826 -0.017 0.001 -0.021
N 1.009047 -3.038225 -0.206896 0.133 -0.266 -0.273
N 1.097795 -1.992158 -0.858842 0.136 0.093 0.210
C 1.918390 -2.155390 -2.052412 -0.019 -0.005 -0.007
C 1.834066 -1.236357 -3.085474 -0.033 -0.028 -0.086
C 2.578710 -1.437514 -4.238097 -0.058 0.019 0.010
C 3.428685 -2.524615 -4.347556 0.021 -0.013 0.004
C 3.538123 -3.420099 -3.291594 -0.002 -0.015 -0.017
C 2.783277 -3.245490 -2.146257 -0.038 0.078 0.064
H 0.585399 -5.977287 1.807870 0.018 -0.040 0.060
H 2.659406 -3.071885 1.834594 -0.020 -0.011 0.009
H 5.086755 -3.182571 1.680149 0.000 -0.019 0.003
H 6.232986 -5.309293 1.110082 0.002 0.000 0.001
H 4.862331 -7.341058 0.691950 0.004 0.005 -0.005
H 2.409083 -7.221854 0.790662 -0.002 -0.002 0.011
H 1.220628 -0.354301 -3.002836 0.013 -0.047 -0.018
H 2.498171 -0.719735 -5.043975 0.005 0.001 0.001
H 4.017697 -2.666573 -5.245130 0.000 -0.006 0.002
H 4.214696 -4.262633 -3.355302 0.005 0.003 0.001
H 2.875144 -3.938967 -1.323754 -0.024 -0.003 0.046
F -2.053876 -2.041570 -4.221056 0.013 0.034 0.021
C -2.214913 -0.740101 -3.928699 -0.051 0.022 0.001
F -2.145649 -0.063482 -5.081739 -0.002 0.004 0.025
F -3.453916 -0.584323 -3.438662 -0.027 -0.015 -0.017
C -1.166032 -0.241368 -2.907327 0.147 -0.126 -0.060
O -0.616347 0.830934 -3.075163 -0.086 0.063 0.026
O -0.958637 -1.083432 -1.967702 -0.007 -0.078 0.002
```
Forces are in eV/Å.

Computed properties:
net charge = -1
lowest unoccupied orbital energy (spin up / spin down) = 1.203 / 1.204 eV
energy relative to the best compared isomer or geometry (same formula, charge and spin) = 8.4 kJ/mol
E_tot = -106377.9828 eV
gap between HOMO and LUMO (spin up / spin down) = 5.80 / 5.80 eV



Question: The lowest E_tot belongs to which entry?
Answer: C35H23F15N5O4OsS



Question: The highest E_tot belongs to which entry?
Answer: C12H16N2



Question: Look up the energy relative to the best compared isomer or geometry (same formula, charge and spin) of the first one.
Answer: 168.4 kJ/mol



Question: Among the records above, which one has the highest energy relative to the best compared isomer or geometry (same formula, charge and spin)?
Answer: C12H16N2